Entry 1:
The following is a DFT calculation (ωB97M-V/def2-TZVPD) of a cluster of 22 separate species, C26H46BCl43O4 in total at a distorted geometry.

CARTESIAN COORDINATES (ANGSTROEM)
C -3.1108 -0.7013 4.7758
B -2.3553 0.1033 3.6832
O -2.9239 1.1929 3.0617
C -0.9177 -0.3838 3.2192
C 0.3103 -0.2708 3.7500
Cl 0.7543 0.5230 5.1785
C 1.2799 -0.9817 2.8516
O 2.3061 -1.5121 3.1215
O 0.6730 -1.0420 1.6176
C -0.7076 -1.1363 1.9503
O -1.4499 -1.8064 1.3218
H -3.1719 -1.7578 4.4842
H -4.1349 -0.3348 4.9017
H -2.6071 -0.6707 5.7537
H -3.2795 0.9138 2.1980
C 4.7828 0.6245 3.2656
Cl 4.4109 1.3769 4.8279
Cl 5.0853 1.8340 2.0103
H 5.6703 0.0106 3.3770
H 3.9421 0.0157 2.9667
C -0.2768 -3.5217 -1.0126
Cl -0.7156 -5.0619 -1.7702
Cl 0.5746 -2.4481 -2.1328
H -1.1817 -3.0332 -0.6764
H 0.3784 -3.7253 -0.1749
C -6.3343 -2.9519 3.2095
Cl -4.7379 -2.5516 2.5609
Cl -6.3387 -2.9796 4.9791
H -7.0483 -2.2091 2.8714
H -6.6018 -3.9388 2.8491
C 2.0756 -7.4715 -2.1642
Cl 3.5362 -6.5760 -2.6100
Cl 2.3914 -8.6874 -0.9225
H 1.3543 -6.7620 -1.7803
H 1.7012 -7.9706 -3.0497
C -1.5689 0.6931 -4.5200
Cl -2.2227 0.9533 -6.1433
Cl -2.5761 1.4573 -3.2784
H -1.5350 -0.3711 -4.3258
H -0.5836 1.1416 -4.4637
C -6.3037 2.7520 2.4711
Cl -5.9002 1.0339 2.4575
Cl -8.0083 3.0293 2.0908
H -6.0957 3.1505 3.4566
H -5.7034 3.2508 1.7195
C 6.9973 -4.5577 -4.1143
Cl 7.5737 -4.1921 -5.7419
Cl 7.7554 -3.5270 -2.8908
H 5.9284 -4.3896 -4.0829
H 7.2349 -5.5897 -3.8862
C -4.1512 -6.6841 1.7156
Cl -4.5395 -5.9387 3.2661
Cl -3.7554 -5.4515 0.5052
H -3.2761 -7.3095 1.8461
H -4.9977 -7.2709 1.3788
C 0.6829 3.5384 -2.4992
Cl 1.7063 4.9615 -2.6910
Cl 1.3761 2.1088 -3.2863
H 0.5687 3.3257 -1.4432
H -0.2778 3.7446 -2.9563
C 1.3747 -4.7021 4.9927
Cl 1.7414 -6.4293 4.9893
Cl -0.3478 -4.3912 4.6983
H 1.6303 -4.2974 5.9646
H 1.9513 -4.2262 4.2121
C -8.9820 -1.0798 0.2021
Cl -7.3603 -0.7543 -0.4096
Cl -9.0304 -1.1072 1.9732
H -9.6474 -0.2955 -0.1384
H -9.3022 -2.0462 -0.1683
C 2.7259 5.8229 -6.4585
Cl 1.1911 6.6992 -6.4410
Cl 2.9445 4.8839 -7.9406
H 3.5316 6.5431 -6.3862
H 2.7379 5.1421 -5.6153
C -6.2676 1.8319 -3.6722
Cl -7.2706 0.4836 -4.2224
Cl -6.8665 2.5363 -2.1636
H -5.2649 1.4628 -3.5004
H -6.2745 2.5992 -4.4367
C -2.6992 2.3726 -9.4224
Cl -4.1725 3.3458 -9.3393
Cl -2.5417 1.5298 -10.9678
H -1.8459 3.0283 -9.2980
H -2.7325 1.6343 -8.6324
C 6.0711 -3.9023 0.2953
Cl 4.8935 -3.0529 1.3083
Cl 6.4339 -5.5176 0.9115
H 5.6627 -3.9979 -0.7026
H 6.9875 -3.3254 0.2779
C -6.8209 -7.0015 -1.1288
Cl -7.9589 -6.0814 -0.1364
Cl -6.5861 -8.6467 -0.5216
H -7.2132 -7.0596 -2.1366
H -5.8650 -6.4900 -1.1120
C -9.6859 6.3994 1.1104
Cl -9.3975 8.0508 1.6712
Cl -8.5465 5.9079 -0.1459
H -9.5721 5.7270 1.9528
H -10.6882 6.3456 0.7034
C 8.0424 1.8251 4.3257
Cl 9.0471 3.2735 4.1738
Cl 8.7836 0.4214 3.5476
H 7.9048 1.6074 5.3779
H 7.0901 2.0195 3.8503
C 7.2792 4.4772 -0.3210
Cl 7.7967 2.7955 -0.4159
Cl 5.5412 4.6583 -0.6205
H 7.4895 4.8439 0.6769
H 7.8182 5.0503 -1.0656
C 12.6681 4.6806 3.7496
Cl 13.1383 4.9368 2.0649
Cl 13.5496 5.7384 4.8577
H 11.6099 4.8897 3.8449
H 12.8798 3.6516 4.0130
C 4.3361 8.1246 -0.2020
Cl 3.6297 8.3303 -1.8096
Cl 3.3091 8.7942 1.0711
H 4.4626 7.0633 -0.0270
H 5.2899 8.6379 -0.1788

Results
- E: -21132.341985 Ha
- F_max: 1.2 eV/A

Atom charges from the Mulliken analysis, given in e for atoms 1 to 5: C -0.714; B 0.195; O -0.552; C 0.503; C 0.169

Entry 2:
The following is a DFT calculation (ωB97M-V/def2-TZVPD) of a structure of composition C26H46BDyN5O2S at a distorted geometry.

CARTESIAN COORDINATES (ANGSTROEM)
Dy -0.2448 2.0679 -0.2478
C -3.7643 3.4732 -3.0287
C -2.8196 3.6161 -1.8414
C -2.5633 5.1184 -1.5720
C -1.4974 2.9209 -2.0482
H -4.6440 4.0698 -2.8636
H -3.9588 2.4644 -3.2481
H -3.2729 3.9547 -3.8832
H -3.2702 3.2174 -0.9490
H -2.2974 5.7395 -2.4499
H -1.7565 5.1581 -0.8981
H -3.3337 5.6781 -1.0604
H -1.0001 3.3841 -2.9614
H -1.6135 1.8500 -2.3036
C -3.4602 0.3195 4.4030
C -2.3701 -0.4733 3.6264
N -2.6635 -0.4027 2.1877
C -2.3775 0.7087 1.4863
S -1.7126 2.0908 2.2440
N -2.6093 0.8127 0.1766
C -3.3541 -0.2209 -0.5799
C -4.8549 -0.1556 -0.3730
H -2.9917 0.8018 5.2545
H -4.2660 -0.3566 4.8058
H -3.9002 1.1585 3.8212
H -2.4213 -1.5228 3.8469
H -1.4144 -0.1497 3.7760
H -2.8965 -1.2062 1.6567
H -2.8981 1.7913 -0.0134
H -3.0381 -1.2719 -0.3282
H -3.1086 -0.1048 -1.6840
H -5.1113 -0.2891 0.6517
H -5.3561 -0.9484 -0.9347
H -5.3020 0.7509 -0.8265
C 5.6696 1.9332 0.6004
C 4.6424 0.9270 1.1790
N 3.3218 1.4865 1.0024
C 2.9960 2.7488 0.7093
N 1.7232 2.9708 0.3399
C 1.2882 4.3550 0.4856
C 2.2116 5.3167 -0.2077
C 3.6162 5.1071 0.4262
N 3.9277 3.7206 0.7157
C 5.3388 3.3523 0.9326
H 5.7135 1.8041 -0.4571
H 6.6647 1.7853 1.0297
H 4.8209 0.6825 2.2474
H 4.7580 -0.0231 0.6560
H 2.5197 0.8510 1.0456
H 1.2100 4.5674 1.5350
H 0.2399 4.4939 0.1208
H 1.8298 6.3696 -0.0763
H 2.2498 5.0161 -1.2748
H 3.6939 5.6205 1.3888
H 4.3800 5.4424 -0.2990
H 5.6658 3.7612 1.9227
H 5.9219 3.9217 0.2745
C 0.4317 -7.0790 0.5939
C 0.3741 -6.4776 -0.8182
C 1.2599 -7.3067 -1.7895
C -1.0097 -6.5822 -1.4560
C 0.8548 -5.0540 -0.7248
C 2.1884 -4.7815 -0.4414
C 2.7260 -3.4879 -0.3175
C 1.7253 -2.4562 -0.3746
O 1.8519 -1.0811 -0.2251
B 0.6479 -0.4619 -0.4138
O -0.3103 -1.5137 -0.5902
C 0.3940 -2.7176 -0.5795
C -0.0809 -4.0213 -0.8769
H 0.6100 -8.0906 0.4763
H -0.5506 -6.8641 1.0659
H 1.1752 -6.4723 1.2234
H 1.0401 -8.4189 -1.6368
H 2.3325 -7.3026 -1.8356
H 0.9335 -7.1260 -2.8000
H -1.3722 -7.5881 -1.6254
H -1.0432 -6.2234 -2.5178
H -1.8444 -6.0541 -0.9297
H 2.7691 -5.6630 -0.3328
H 3.7492 -3.2694 -0.1343
H -1.1128 -4.1625 -1.0780

Results
- Expectation value of S²: 9.334
- Spin multiplicity: 6
- Net charge: +1
- E: -2750.503931 Ha
- F_max: 3.8 eV/A

Atom charges from the Mulliken analysis, given in e for atoms 1 to 5: Dy 0.065; C -1.758; C 1.498; C -1.398; C -1.302

Entry 3:
The following is a DFT calculation (ωB97M-V/def2-TZVPD) of a structure of composition C26H46HgO38PS7 at a distorted geometry.

CARTESIAN COORDINATES (ANGSTROEM)
Hg 22.1496 -12.1920 -27.7270
P 23.3658 -10.1212 -28.5387
O 23.8332 -10.7762 -27.1851
O 21.7725 -10.0475 -28.3610
O 23.5048 -11.4006 -29.4934
O 24.0904 -8.8621 -28.8856
C 24.9430 -5.7796 -28.1018
C 23.4129 -5.6480 -28.2486
O 23.2096 -4.4019 -28.9084
S 24.3367 -3.3777 -28.4653
O 23.9681 -2.7996 -27.2240
O 24.6854 -2.5561 -29.5502
O 25.4818 -4.4597 -28.2114
H 25.3515 -6.3946 -28.9030
H 25.2100 -6.1535 -27.1187
H 23.1082 -5.5156 -27.1979
H 22.8415 -6.4962 -28.6027
C 25.1254 -11.9546 -23.9617
C 25.4524 -10.8957 -22.9326
O 24.1779 -10.6062 -22.3395
S 23.3651 -11.9508 -22.1554
O 21.9909 -11.7386 -22.3941
O 23.7202 -12.5635 -20.9288
O 24.0610 -12.7301 -23.3528
H 25.9510 -12.6512 -24.0984
H 24.7932 -11.5813 -24.9304
H 25.8769 -9.9730 -23.3185
H 26.1297 -11.2719 -22.1622
C 22.9416 -6.2836 -31.7543
C 24.0115 -7.3480 -31.5942
O 24.9138 -7.1652 -32.6945
S 24.4880 -5.9394 -33.6234
O 24.5366 -6.3074 -34.9749
O 25.1722 -4.7694 -33.2068
O 22.9723 -5.9059 -33.1370
H 22.9909 -5.4264 -31.0846
H 21.9375 -6.6821 -31.6162
H 23.6316 -8.3688 -31.6022
H 24.5319 -7.2455 -30.6453
C 26.9951 -9.5855 -28.0148
C 26.7446 -8.5175 -26.9732
O 27.5886 -8.9118 -25.8813
S 28.5675 -10.1204 -26.2071
O 28.1107 -11.2866 -25.5651
O 29.8870 -9.6946 -25.9902
O 28.2723 -10.1944 -27.7722
H 27.0973 -9.1701 -29.0141
H 26.1907 -10.3080 -28.0150
H 25.6658 -8.5219 -26.8074
H 27.0373 -7.5112 -27.2651
C 20.8558 -9.6832 -31.3641
C 21.4327 -11.0001 -31.8580
O 21.2120 -11.0069 -33.2775
S 21.3224 -9.5259 -33.8308
O 20.3869 -9.3330 -34.8579
O 22.6834 -9.1980 -34.0140
O 20.8353 -8.7952 -32.4883
H 21.5749 -9.3059 -30.6426
H 19.8755 -9.7589 -30.9000
H 20.9185 -11.8421 -31.4035
H 22.4933 -11.0574 -31.6297
C 25.9483 -10.7607 -31.0769
C 25.0534 -11.5035 -32.0713
O 25.9879 -12.3035 -32.8649
S 27.2510 -12.6117 -31.9920
O 28.3758 -12.8443 -32.8135
O 26.9336 -13.5855 -30.9936
O 27.3287 -11.1712 -31.3395
H 25.7675 -11.0854 -30.0619
H 25.9426 -9.6859 -31.2174
H 24.4699 -10.9414 -32.7975
H 24.3689 -12.2076 -31.6015
C 22.7036 -8.4830 -25.1206
C 21.5981 -9.5421 -25.0783
O 21.0966 -9.4905 -23.7509
S 21.3341 -8.0651 -23.0764
O 22.0921 -8.2565 -21.9063
O 20.1421 -7.3233 -23.0203
O 22.2535 -7.4622 -24.2235
H 22.8691 -8.1103 -26.1308
H 23.6711 -8.8512 -24.7730
H 22.1271 -10.4631 -25.3015
H 20.8483 -9.2777 -25.8224
O 20.4970 -5.3706 -29.7234
C 19.7836 -6.2683 -29.3875
O 18.6150 -6.5229 -30.0217
C 17.9370 -7.6975 -29.4792
C 18.6737 -8.0182 -28.1725
C 20.0255 -7.3389 -28.3483
H 18.0909 -8.4409 -30.2616
H 16.8983 -7.4085 -29.3648
H 18.7787 -9.0923 -28.0290
H 18.0929 -7.5770 -27.3627
H 20.7176 -8.0021 -28.8830
H 20.4654 -7.0709 -27.3931
O 21.8374 -14.0920 -29.2134
C 22.4779 -14.3231 -30.2099
O 21.8587 -14.3938 -31.3857
C 22.7360 -14.7372 -32.4505
C 24.1564 -14.8060 -31.8550
C 23.9453 -14.6356 -30.3516
H 22.6952 -14.0726 -33.3123
H 22.4522 -15.7188 -32.8366
H 24.8224 -14.0563 -32.2855
H 24.6097 -15.7560 -32.1358
H 24.6293 -13.8953 -29.9465
H 24.0734 -15.6087 -29.8699
O 23.7218 -13.8002 -27.0152
C 24.8772 -13.9777 -27.3305
O 25.3994 -15.2083 -27.2871
C 26.7086 -15.2163 -27.8744
C 27.2328 -13.7724 -27.7258
C 25.9447 -12.9690 -27.6849
H 26.6538 -15.5282 -28.9195
H 27.3720 -15.9238 -27.3818
H 27.8170 -13.5696 -28.6235
H 27.9057 -13.6939 -26.8752
H 25.7063 -12.6476 -28.7060
H 25.8955 -12.1026 -27.0421

Results
- Net charge: -1
- Energy above the lowest of the compared OMol25 structures with the same formula, charge and spin: 0.0000 eV
- F_max: 2.8 eV/A

Atom charges from the Mulliken analysis, given in e for atoms 1 to 5: Hg 0.479; P 0.543; O -0.692; O -1.078; O 0.275

Entry 4:
The following is a DFT calculation (ωB97M-V/def2-TZVPD) of a structure of composition C26H46IrO2P2 at a distorted geometry.

CARTESIAN COORDINATES (ANGSTROEM)
Ir 1.8718 1.4298 0.7101
C -0.9897 -0.7672 3.9418
C -1.6330 0.2959 3.2524
C -2.6606 -1.6733 2.6529
C -1.6362 -1.9808 3.5861
C -2.6565 -0.2678 2.4407
C 0.1929 -0.6329 4.8036
H 0.1496 0.3029 5.3747
H 1.1097 -0.6268 4.1950
H 0.2595 -1.4727 5.5039
C -1.2656 -3.3254 4.0659
H -0.4260 -3.7388 3.4863
H -2.1082 -4.0200 3.9736
H -0.9540 -3.2919 5.1174
C -3.5183 -2.6653 1.9742
H -3.8265 -3.4517 2.6751
H -2.9889 -3.1610 1.1442
H -4.4155 -2.1915 1.5621
C -3.5387 0.4717 1.5191
H -3.6667 1.5083 1.8525
H -4.5269 -0.0017 1.4633
H -3.1257 0.4989 0.4970
C -1.2821 1.7235 3.3719
H -2.1148 2.3572 3.0453
H -0.3982 1.9881 2.7643
H -1.0491 1.9692 4.4174
C 2.1960 1.1097 -1.2041
C 3.3996 1.4980 -0.4926
C 3.9727 2.8679 -0.7131
C 2.9124 3.9305 -0.3412
C 1.9157 3.3465 0.6456
C 0.6018 2.8006 0.2376
C 0.2235 2.7291 -1.2316
C 1.2930 1.9867 -2.0677
H 4.3593 2.9933 -1.7394
H 2.4126 4.3381 -1.2308
H 4.8539 2.9960 -0.0626
H 1.8046 2.6702 -2.7681
H 2.2086 0.0913 -1.6026
H 4.1116 0.7093 -0.3096
H 0.7578 1.2573 -2.6987
H -0.7359 2.1789 -1.2932
H -0.1886 3.1281 0.9185
H 0.0428 3.7371 -1.6412
H 3.4233 4.7577 0.1657
H 1.9026 3.7876 1.6437
P 1.3192 -1.5930 -3.2430
P -1.6079 -0.4202 -3.0559
C 0.4201 -1.6260 -4.7975
C -0.7573 -0.5654 -4.7366
H -0.0309 -2.6296 -4.8848
H 1.0830 -1.3853 -5.6506
H -0.3267 0.4344 -4.9373
H -1.5335 -0.8204 -5.4788
C -2.7208 -1.8935 -3.1182
H -2.5389 -2.4499 -2.1873
H -2.4996 -2.5286 -3.9865
H -3.7664 -1.5579 -3.1340
C -2.8660 0.8892 -3.3731
H -2.8952 1.1908 -4.4290
H -2.6022 1.7470 -2.7392
H -3.8475 0.5100 -3.0615
C 2.9495 -2.4171 -3.0686
H 3.4718 -1.9226 -2.2235
H 3.5855 -2.3649 -3.9646
H 2.7623 -3.4519 -2.7478
C 2.7184 0.9823 2.4359
H 1.9774 1.0645 3.2303
H 3.4898 1.7474 2.5217
H 3.1561 -0.0180 2.4196
C 0.3724 -2.3372 -0.4042
O 1.1832 -1.1358 -0.3657
C 1.3742 -0.5677 0.8590
O 1.2430 -1.2724 1.8410
H 0.9283 -3.1441 0.0804
H 0.2771 -2.5090 -1.4992
H -0.5880 -2.1457 0.0938

Results
- Expectation value of S²: 8.770
- Spin multiplicity: 6
- Net charge: +2
- Energy above the lowest of the compared OMol25 structures with the same formula, charge and spin: 1.5656 eV
- F_max: 8.0 eV/A

Atom charges from the Mulliken analysis, given in e for atoms 1 to 5: Ir -0.022; C 0.663; C 0.824; C 0.594; C 0.728

Entry 5:
The following is a DFT calculation (ωB97M-V/def2-TZVPD) of a structure of composition C26H46O2P2Pt at a distorted geometry.

CARTESIAN COORDINATES (ANGSTROEM)
Pt 1.1451 -2.5103 0.4216
C -2.1310 2.5658 2.2142
C -2.7921 1.5918 1.3896
C -1.6460 0.4765 3.0319
C -1.4479 1.8675 3.2518
C -2.5615 0.3134 1.9498
C -2.2705 3.9857 2.1124
H -2.8957 4.2794 1.2705
H -1.0530 4.5917 1.8760
H -2.6275 4.4769 3.0219
C -0.8554 2.4921 4.4419
H 0.1566 2.8708 4.2620
H -0.8079 1.7691 5.2650
H -1.4789 3.3457 4.7376
C -1.1200 -0.5943 3.8978
H -1.7293 -0.6915 4.8122
H -0.0891 -0.3859 4.2174
H -1.1406 -1.5536 3.3717
C -3.2302 -0.9418 1.5228
H -4.2293 -1.0785 1.9823
H -2.6440 -1.8234 1.8007
H -3.3988 -0.9587 0.4394
C -3.6297 1.9545 0.2345
H -4.5920 2.3563 0.5981
H -3.8362 1.0945 -0.4164
H -3.1530 2.7504 -0.3623
C 0.7737 1.5948 -0.3945
C -0.1282 2.4702 -0.8725
C -0.6295 2.6061 -2.2778
C -1.9361 1.8521 -2.7208
C -1.9522 0.4632 -2.1560
C -0.8845 -0.3155 -2.0741
C 0.5296 -0.0325 -2.3822
C 1.3916 0.4733 -1.1911
H 0.1817 2.2957 -2.9599
H -2.0263 1.8745 -3.8345
H -0.7351 3.7004 -2.4090
H 2.3619 0.8642 -1.5693
H 1.1786 1.7303 0.6375
H -0.5675 3.1551 -0.1401
H 1.6253 -0.3545 -0.4712
H 0.9287 -1.0222 -2.6498
H -1.0302 -1.2924 -1.6107
H 0.7153 0.5915 -3.2673
H -2.8367 2.3957 -2.3816
H -2.9633 0.0968 -1.9504
P 2.7919 -2.1438 -1.9289
P 0.4197 -4.2585 -0.4179
C 2.6009 -3.9378 -2.2800
C 2.1320 -4.7182 -1.0754
H 3.5867 -4.2586 -2.6458
H 1.9005 -3.9941 -3.1148
H 2.1034 -5.7932 -1.2267
H 2.7641 -4.4616 -0.2084
C 0.3934 -5.5112 0.9290
H -0.5364 -5.3532 1.4893
H 1.2523 -5.2978 1.5813
H 0.4426 -6.5397 0.5387
C -0.7524 -4.7290 -1.6823
H -0.5544 -5.7500 -2.0403
H -0.7210 -4.0626 -2.5481
H -1.7693 -4.7107 -1.2839
C 4.5686 -2.0918 -1.4054
H 4.8998 -1.0481 -1.3204
H 5.2098 -2.6122 -2.1352
H 4.6579 -2.5706 -0.4249
C 3.1082 -1.7038 -3.7387
H 2.5583 -2.3816 -4.4058
H 4.1731 -1.7906 -4.0095
H 2.7892 -0.6860 -3.9912
C 2.2714 5.3422 1.7569
C 1.0263 4.5219 1.9192
O -0.0849 5.1397 1.5484
O 1.1042 3.3494 2.3157
H 3.1305 4.8268 2.1869
H 2.1311 6.3023 2.2496
H 2.4636 5.5319 0.6991

Results
- Expectation value of S²: 6.028
- Spin multiplicity: 5
- Net charge: +2
- Energy above the lowest of the compared OMol25 structures with the same formula, charge and spin: 4.3843 eV
- F_max: 4.3 eV/A

Atom charges from the Mulliken analysis, given in e for atoms 1 to 5: Pt 0.821; C 0.979; C 0.526; C 1.164; C 0.518

Look up the F_max of the first one.
1.2 eV/A